(1)
The following is a DFT calculation (the ωB97M-V functional and the def2-TZVPD basis) of a cluster of 2 separate species, C5H17N2O in total at a distorted geometry.

```
25
C5H17N2O the ωB97M-V functional and the def2-TZVPD basis
C 0.09310 -0.49797 1.12393
N -1.32579 -0.69542 0.74409
C -2.34165 -0.99563 1.72642
C 0.86708 -0.59014 -0.28437
N 0.24685 0.55874 -1.11378
C 0.25560 0.23390 -2.61264
C 2.33511 -0.48062 -0.19475
H 0.56187 -1.29844 1.67971
H 0.08443 0.49741 1.62370
H -1.34939 -1.43190 0.04641
H -2.42614 -0.05682 2.34503
H -3.25672 -1.25055 1.20081
H -2.17151 -1.83346 2.42821
H 0.56946 -1.50335 -0.81521
H 0.70996 1.44512 -0.95249
H -0.75453 0.58926 -0.89157
H 1.11179 -0.41852 -2.76313
H -0.68877 -0.30134 -2.83469
H 0.33101 1.15762 -3.19371
H 2.65612 0.39909 -0.79600
H 2.68941 -0.00707 0.74987
H 2.92843 -1.36865 -0.39745
H -1.08354 2.38320 1.18328
H 0.11918 3.18981 1.08832
O -0.16133 2.27572 0.91000
```

As for the energy relative to the best compared isomer or geometry (same formula, charge and spin): 36.1 kcal/mol. Its energy is -385.18328 Eh. The gap between HOMO and LUMO comes out at 10.1 eV. As for the net charge: +1.

(2)
The following is a DFT calculation (the ωB97M-V functional and the def2-TZVPD basis) of a cluster of 2 separate species, C5H17N2O in total.

```
25
C5H17N2O the ωB97M-V functional and the def2-TZVPD basis
C -0.15126 -1.18001 2.47007
O 0.41116 -0.93201 3.73348
C -1.35353 -0.25209 2.40695
N -2.12036 -0.51481 1.12991
H -0.49323 -2.22018 2.39492
H 0.53796 -0.95174 1.65095
H 1.26264 -1.38257 3.78810
H -2.02662 -0.40675 3.24574
H -1.04756 0.79075 2.36686
H -2.45864 -1.48097 1.11120
H -1.49904 -0.37443 0.31707
H -2.92717 0.10079 1.04236
C 0.75875 0.72559 -3.34541
N 0.91194 1.18914 -1.97271
C -0.18740 0.72947 -1.17272
C 2.16999 0.71115 -1.40724
H -0.17912 1.10165 -3.75146
H 0.78286 -0.37149 -3.42179
H 1.56502 1.13231 -3.95242
H -0.07464 1.06979 -0.13537
H -1.13020 1.12630 -1.55417
H -0.23762 -0.38708 -1.14779
H 2.26862 1.05937 -0.37971
H 2.98957 1.10763 -2.00017
H 2.22788 -0.38981 -1.41667
```

As for the energy relative to the best compared isomer or geometry (same formula, charge and spin): 45.2 kcal/mol. Its energy is -385.16869 Eh. The gap between HOMO and LUMO comes out at 8.3 eV. As for the net charge: +1.

(3)
The following is a DFT calculation (the ωB97M-V functional and the def2-TZVPD basis) of a cluster of 3 separate species, C5H17N2O in total at a distorted geometry.

```
25
C5H17N2O the ωB97M-V functional and the def2-TZVPD basis
N -0.27734 -1.34679 -1.03816
C -1.60770 -1.14209 -0.47006
C -1.64738 0.05277 0.46901
C -1.65651 1.38416 -0.34002
C -2.81813 -0.00486 1.42766
C 3.85031 -0.61502 0.18584
N 3.09492 0.44647 0.86256
H -0.30361 -1.89373 -1.84117
H 0.25671 -0.41878 -1.18338
H 4.32180 -0.33439 -0.74992
H -2.41257 -1.05610 -1.25582
H -0.68116 0.00808 1.04439
H -2.59635 1.40382 -0.94906
H -0.76038 1.47720 -1.01343
H -1.60614 2.22004 0.38179
H -2.83204 0.83330 2.13691
H -2.77377 -0.87698 2.07242
H -3.84579 -0.09629 0.88460
H 4.58280 -1.05933 0.83249
H 3.10613 -1.35995 -0.11847
H 3.78699 1.22016 1.11940
H 2.33728 0.80506 0.21835
H 1.31007 1.48568 -1.80261
H -1.88737 -2.06983 0.13460
O 1.05925 0.93739 -1.00794
```

As for the energy relative to the best compared isomer or geometry (same formula, charge and spin): 185.2 kcal/mol. Its energy is -384.94558 Eh. The gap between HOMO and LUMO comes out at 4.1 eV. As for the net charge: +1.

(4)
The following is a DFT calculation (the ωB97M-V functional and the def2-TZVPD basis) of a cluster of 3 separate species, C5H17N2O2 in total at a distorted geometry.

```
26
C5H17N2O2 the ωB97M-V functional and the def2-TZVPD basis
C 2.77429 -1.16836 0.47928
C 2.51390 0.15253 -0.22923
C 1.06158 0.63368 -0.04115
C 0.07455 -0.19692 -0.80548
C 0.00491 -0.06958 -2.14484
N -0.93384 -0.83725 -2.98825
N -0.65153 -1.07922 -0.08408
H 3.79197 -1.52256 0.31650
H 2.08472 -1.95095 0.15483
H 2.64517 -1.08867 1.56123
H 3.14924 0.94324 0.17024
H 2.73705 0.03644 -1.28927
H 0.95858 1.68031 -0.33731
H 0.81615 0.65369 1.01845
H 0.59905 0.64150 -2.68499
H -0.89077 -0.48764 -3.94044
H -0.69186 -1.83710 -3.00869
H -1.89868 -0.74761 -2.65693
H -1.35285 -1.68795 -0.47935
H -0.67166 -1.01456 0.93052
H -0.90337 -0.10428 3.41463
H -1.71377 0.79748 2.46650
O -1.24072 -0.06310 2.50450
H -2.19253 3.16616 2.40405
H -3.49226 2.36648 2.37953
O -2.56375 2.33774 2.15210
```

As for the energy relative to the best compared isomer or geometry (same formula, charge and spin): 19.0 kcal/mol. Its energy is -460.46192 Eh. The gap between HOMO and LUMO comes out at 8.9 eV. As for the net charge: +1.

Quick rundown of LUMO, same order as above: -0.1030 -0.1332 -0.3485 -0.1221 Ha